The following is a quantum chemistry calculation of C19H56BaF6O15 as an isolated structure in a non-equilibrium geometry, from OMol25.

Structure (XYZ):
```
97
Properties=species:S:1:pos:R:3:forces:R:3:lowdin_charge:R:1
C -1.1631 -0.2774 -5.6846 0.038 0.402 -0.389 -0.14
H -1.1558 -0.9145 -6.5689 0.515 -0.617 0.372 0.08
O -0.3677 -3.7176 -4.4163 -0.505 -1.102 -0.005 -0.12
H -0.0960 4.4463 2.6026 -0.104 0.191 -0.050 0.07
H 0.4473 -2.7736 1.3624 -0.115 -0.058 -0.337 0.10
H -0.7899 0.6748 -6.0618 -0.071 0.332 0.182 0.07
H -6.5021 0.8566 -0.6286 -0.018 0.160 0.397 0.10
C 1.3311 -3.2076 1.8300 0.733 -0.056 -0.372 -0.26
H -2.8809 2.8834 -2.9284 -0.222 0.073 -0.237 0.06
C 0.1397 1.3520 1.0898 1.561 0.752 1.636 -0.23
H -0.6296 2.2607 -3.5172 0.182 -0.556 0.647 0.01
H -3.3004 2.5524 -0.4503 0.821 -0.274 -0.006 0.06
C 1.4378 1.4234 1.9270 -0.391 -0.626 0.125 -0.05
H -1.7947 -3.0900 0.9702 0.193 -0.464 -0.061 0.04
H 2.0415 2.3505 -5.9065 -0.131 0.085 0.104 0.10
F 3.6697 -4.4878 -1.7822 -0.233 0.738 -0.114 0.12
O 3.7468 -1.8349 -0.4512 -1.524 -1.359 -0.645 -0.38
H -6.1810 0.4618 -2.6116 0.106 0.081 -0.310 0.09
C 2.8812 -4.3156 -0.6982 1.762 0.564 0.170 -0.55
H 1.6876 0.4185 2.2673 0.232 -0.165 -0.323 0.07
C 1.4095 -2.8039 3.2619 -0.211 0.006 0.859 -0.08
O 0.0180 0.8979 -2.3465 -0.958 -1.267 1.920 -0.32
H -0.5878 0.8228 1.7053 -0.162 -0.406 -0.572 0.10
C -1.4231 -0.6483 -0.9256 0.574 -1.070 0.009 -0.54
O -0.9563 -0.0286 5.1467 0.263 0.346 -0.356 -0.12
H -2.3018 4.5180 -3.5189 -0.517 -0.222 -0.070 0.08
H 2.2874 1.8282 1.3771 0.008 0.068 -0.138 0.05
O 2.6652 2.2041 -3.9476 1.221 0.405 1.042 -0.27
H 1.8301 -2.4109 -0.6704 -0.698 -0.538 -0.193 0.11
H 2.3818 -3.0751 3.6731 0.014 0.068 0.001 0.09
H -0.3781 -0.1429 -3.8688 -0.108 0.544 0.792 0.01
H -0.2319 2.3695 0.9682 -0.171 0.075 -0.512 0.10
H -1.6286 3.8059 -2.1041 0.162 -0.140 0.289 0.07
F -0.7218 -1.7086 -1.3045 1.244 -0.344 0.120 0.14
H 1.2829 -4.2964 1.8158 -0.143 -0.169 -0.415 0.12
H -2.5385 -1.0574 4.3580 -0.262 0.112 -0.409 0.09
H -1.2833 1.4882 -0.8543 -0.285 0.123 0.195 0.12
H 3.9165 1.1987 4.2408 -0.322 0.742 -0.190 0.06
H -3.7389 3.9917 0.3406 0.623 0.618 -0.106 0.08
H 0.1096 4.0718 4.8719 -0.005 -0.081 -0.003 0.08
H -4.9381 1.8435 0.5700 0.165 -0.174 -0.219 0.01
C 2.2118 1.6090 -5.1260 -1.571 -0.663 -1.361 -0.14
H 5.4220 1.7184 2.3702 -0.441 -0.345 -0.020 0.07
C 0.7023 4.8825 3.2032 1.271 0.288 -0.145 -0.19
C 5.6143 1.5678 1.3079 0.397 1.330 -0.640 -0.12
H 1.3706 1.9831 2.8599 -0.434 0.290 -0.229 0.06
H -1.0514 -1.2636 3.4401 0.232 -0.149 0.083 0.06
H -2.2272 -0.1738 -5.4723 -0.025 0.123 0.562 0.08
O 4.6488 0.8085 0.5772 0.721 0.252 0.608 -0.31
H -3.4624 -3.1844 0.6464 -0.649 -0.137 0.524 0.07
H 3.1553 2.9962 -4.1799 0.051 0.075 0.079 0.09
O -5.5618 1.0067 -0.7506 -0.101 -0.323 -0.484 -0.12
H 1.2230 -1.7441 3.4357 0.160 0.107 -0.088 0.05
H 4.0588 -0.8507 4.3232 -0.008 -0.347 0.088 0.07
H -1.8811 0.2628 3.3168 -0.212 0.138 0.362 0.07
O -0.3602 -0.7532 -4.6097 -0.255 -0.806 -1.304 -0.14
H -5.0597 -0.6789 -1.9174 0.050 -0.040 0.372 0.08
H 3.1516 1.3816 5.8205 0.149 -0.472 0.240 0.09
H 2.8224 0.8276 -5.5783 0.603 0.023 0.443 0.09
O 0.4693 4.9098 4.5720 -0.689 0.017 1.097 -0.10
O 3.7803 -0.5365 5.1866 0.086 -0.333 0.695 -0.11
H 1.6452 4.3603 3.0410 0.044 -0.456 -0.481 0.06
C 3.2255 0.7359 4.9455 0.198 0.088 -0.802 -0.16
H -0.0765 -2.8218 -4.6016 -0.358 0.451 0.437 0.04
C 2.7240 -2.8161 -0.1960 1.082 3.206 0.083 -0.39
H -2.0201 -4.5785 -3.3723 0.580 -0.591 -0.555 0.08
H 6.6439 1.2274 1.1977 -0.132 -0.558 -0.088 0.09
H 0.6551 -3.3553 3.8231 -0.092 0.014 0.121 0.08
F -1.8560 -0.9232 0.3290 0.526 0.952 0.365 0.12
O 2.5370 -2.7387 1.2234 -0.136 -0.577 -0.351 -0.11
H -2.5099 -4.6211 0.3197 0.323 0.240 -0.359 0.09
F -2.5237 -0.7381 -1.6596 -0.705 1.247 -0.797 0.15
F 3.4865 -5.0449 0.2514 -0.344 -0.305 0.460 0.13
H 0.9502 5.9122 2.9456 -0.532 0.039 -0.415 0.08
H 4.8439 -0.1058 0.7954 -0.656 -1.030 -0.368 0.06
C -0.5968 0.6733 -1.0837 1.246 1.316 -2.532 -0.36
C -5.2828 0.3849 -1.9990 -0.349 -0.492 -0.772 -0.12
O -4.4602 2.3905 1.1978 0.302 -0.404 1.648 -0.12
C -1.6421 -0.5451 4.0083 -0.073 -0.372 0.334 -0.15
Ba 2.9013 0.7833 -1.5391 -0.866 -1.626 0.469 2.00
F 1.7195 -4.8919 -1.0164 -0.467 0.181 0.387 0.14
C -3.3756 2.9850 0.5473 -1.559 1.062 -1.029 -0.17
H -0.7509 -3.8418 -2.3736 0.029 -0.172 0.015 0.06
C -2.0363 3.5547 -3.0833 0.972 0.232 -0.247 -0.15
H -2.4484 3.0738 1.1134 -0.083 -0.564 0.088 0.06
H -1.9338 -2.9091 -3.2729 0.234 0.450 -0.084 0.06
H 5.6241 2.5491 0.8333 -0.086 0.202 0.203 0.08
H -4.4490 0.8259 -2.5451 -0.056 0.377 0.409 0.07
C -1.2800 -3.7797 -3.3246 -0.060 0.883 0.101 -0.17
H -3.0848 -5.1902 2.2323 -0.049 0.020 0.275 0.07
O -2.6947 -4.3173 2.3189 -0.476 0.114 0.227 -0.11
H -0.9843 -0.6812 5.8502 0.022 -0.064 -0.077 0.07
C -2.6312 -3.7876 1.0115 0.658 0.063 -0.548 -0.17
O 0.4990 0.7571 -0.1490 -1.074 -0.566 0.550 -0.26
O -1.0393 3.0150 -3.9470 -0.489 0.537 -0.234 -0.14
H 1.2614 1.1376 -4.8754 -0.044 0.037 -0.188 0.06
H 2.2388 0.6234 4.4961 -0.126 0.242 0.046 0.05
```
Positions in Å, forces in eV/Å.

Values from the calculation:
E_tot (Eh): -2510.6325
Relative energy (zero: lowest compared OMol25 entry of this formula, charge and spin) (kJ/mol): 0.0
HOMO energy (eV): -8.30

***

The following is a quantum chemistry calculation of a 7-piece molecular cluster, C19H56N10O7 overall in a non-equilibrium geometry, from OMol25.

Structure (XYZ):
```
92
Properties=species:S:1:pos:R:3:forces:R:3:lowdin_charge:R:1
C -1.2200 5.6493 -0.1541 0.058 -0.679 -0.444 -0.22
H -3.0666 1.4803 -0.5369 0.061 0.283 -0.169 0.07
H -0.0365 -1.0421 -0.4548 0.135 0.426 -0.138 0.10
O 1.3670 -5.9078 3.0246 0.188 0.162 -0.248 -0.18
H 2.0495 0.1427 2.9653 0.085 0.093 0.104 0.13
H -1.4542 3.7670 1.7797 0.020 0.089 -0.013 0.09
H -5.5054 6.3267 -2.1980 -0.144 0.082 0.214 0.09
C -0.9288 -0.8606 -1.0701 0.094 -0.127 0.699 -0.23
H -1.2826 -4.5706 0.1913 0.117 -0.155 0.118 0.09
H 4.8791 -0.4240 2.6000 0.040 0.603 0.023 0.07
N 0.0991 -3.2848 3.0087 0.034 0.566 0.492 0.06
C 2.2217 -4.3755 -3.5867 0.158 1.135 0.424 -0.67
H -1.7542 5.1738 -0.9938 -0.069 0.110 0.023 0.11
H -0.2965 -2.2700 -2.4413 0.745 0.274 0.171 0.13
H -1.4966 3.0792 0.2963 -0.082 -0.001 0.058 0.07
H 0.9995 -2.9836 2.6493 -0.102 0.052 -0.213 0.05
H 0.5672 -3.7174 -4.4640 -0.078 0.421 -0.263 0.09
C 3.1732 1.4142 1.6455 0.207 0.813 0.172 -0.06
H -1.6351 -1.5606 -0.5984 -0.338 -0.095 -0.720 0.11
O 3.8722 -1.2142 0.5456 0.439 -0.419 0.471 -0.19
C -1.4630 7.7783 -1.0434 -1.153 0.489 -0.330 -0.14
H -2.3421 -0.5329 4.6671 0.096 -0.207 0.116 0.09
N -0.8808 3.5064 0.9834 0.189 -0.025 -0.040 0.05
C -1.5087 0.7844 3.3571 0.355 0.618 0.814 -0.67
H 0.8631 -0.7626 -4.0633 -0.322 -0.087 -0.021 0.06
H 4.8102 -2.7336 -0.4601 0.026 0.085 -0.148 0.09
N -0.8617 0.8042 2.1574 -0.306 -0.948 0.879 0.17
H -2.2167 8.0356 -0.2812 0.289 0.048 0.142 0.09
O -4.1570 3.7208 -0.9996 0.304 0.250 0.195 0.02
H -2.0742 7.4638 -1.9087 0.319 -0.280 -0.004 0.08
H 1.3609 3.3413 -0.3724 -0.172 -0.110 0.077 0.06
H -0.6020 1.6863 1.7318 0.055 -0.014 -0.166 0.05
H 4.0885 -4.7092 -2.9037 0.203 -0.074 -0.142 0.10
C -4.3548 4.6427 -1.7699 -0.299 -0.459 -0.699 -0.68
C 0.6847 4.1058 -0.7595 0.633 0.133 0.321 -0.05
H 3.9048 1.3333 0.8386 -0.343 -0.241 -0.263 0.08
H -4.0746 5.3778 -3.6790 0.347 -0.091 -0.166 0.09
H 2.4722 -1.9542 1.8479 0.004 -0.005 0.079 0.09
H 0.4165 5.1712 1.0914 0.067 -0.265 0.127 0.15
N 1.5604 -3.7297 -4.6189 0.503 -0.906 0.412 0.15
H 1.9010 -0.7695 0.6422 -0.260 0.088 0.322 0.12
H -2.9781 4.0969 -3.1974 -0.033 -0.079 -0.119 0.09
O -1.3485 0.4466 -0.7967 0.756 0.773 -0.220 -0.20
H -1.2036 -1.2502 3.5018 -0.348 -0.391 0.331 0.04
C 2.9565 0.0880 2.3564 0.214 0.315 0.036 -0.42
H -1.9743 5.8380 0.6207 0.127 0.305 0.080 0.13
H 0.4554 0.6718 -3.1672 -0.300 0.018 0.369 0.08
H 3.6177 2.1845 2.2835 -0.183 -0.333 0.404 0.08
H -0.1052 -3.2717 0.3148 0.340 -0.272 0.200 0.07
H -5.7938 5.4942 -0.6697 -0.236 0.247 -0.047 0.10
H -0.6324 -0.1038 1.7952 0.188 0.325 -0.591 0.07
C -0.1940 4.6399 0.3565 -0.467 0.040 0.085 -0.41
H -0.9414 8.6833 -1.3460 0.252 -0.064 0.165 0.09
N -1.7127 -1.3402 -3.4338 0.473 0.726 -0.370 0.04
O -1.8644 1.8045 3.9409 -0.290 -0.182 -0.366 -0.01
H -2.2908 -0.5142 -3.4734 -0.108 -0.049 -0.010 0.05
C 0.5448 -6.6634 3.8633 -0.564 -0.533 0.502 -0.13
C 0.7053 -5.3999 1.8820 0.477 -0.375 -0.446 -0.21
C -0.3927 -4.3828 2.1944 0.639 -0.492 -0.836 -0.43
H 1.4483 -0.6339 -2.4486 0.028 0.446 0.092 0.07
H 1.3432 4.8911 -1.1354 -0.319 0.052 -0.318 0.08
C -0.5656 -1.2033 -2.5068 -1.566 -1.518 -0.213 -0.42
H -1.2176 -4.9170 2.6666 -0.074 0.301 0.315 0.14
H 3.3841 -3.2317 0.4895 0.165 -0.086 0.031 0.08
H 1.1332 -7.4280 4.3732 0.197 0.146 -0.073 0.09
N -1.6635 -0.4642 3.9356 0.352 0.623 -0.938 0.14
H -2.5232 1.4664 -2.2464 0.353 0.117 0.095 0.08
H 3.1277 -2.3169 -0.9966 0.218 -0.325 -0.205 0.08
C -2.5779 0.8958 -1.3135 -0.743 -0.994 0.319 -0.11
C -0.8702 -3.8221 0.8703 -0.773 0.631 -0.409 -0.07
H 0.0884 3.6518 -1.5534 -0.004 0.130 -0.098 0.08
H 0.3738 -6.2289 1.2345 -0.496 -0.003 0.390 0.13
H -0.2509 -7.1974 3.3262 0.112 0.101 -0.173 0.09
H -3.2333 0.0339 -1.5094 -0.020 0.111 0.026 0.09
H 2.2262 1.8459 1.3151 0.059 -0.212 -0.375 0.06
C 3.8105 -2.4490 -0.1476 -0.631 0.529 0.032 -0.09
C 0.5762 -0.4059 -3.0705 0.930 -0.370 -0.280 -0.05
N 4.1143 -0.1668 3.2332 0.277 -1.142 -0.466 0.04
N -3.7264 4.7300 -2.9966 -0.482 0.452 0.644 0.15
O 1.6463 -4.9262 -2.6692 -0.032 -0.387 -0.172 0.02
O -0.5706 6.8130 -0.6000 0.256 0.014 0.166 -0.17
H 0.3117 -3.5242 3.9714 -0.260 -0.376 -0.053 0.08
H -1.6553 -3.0760 1.0301 -0.052 -0.183 0.187 0.07
H 4.0071 -1.0812 3.6828 -0.426 0.331 0.295 0.07
H 4.0218 -3.9825 -4.4852 0.283 -0.171 0.118 0.09
H -2.2788 -2.1512 -3.2406 -0.092 0.067 0.232 0.07
C 2.7169 -1.0136 1.3390 0.087 -0.061 -0.547 -0.22
H 0.0512 -6.0675 4.6431 0.072 0.138 -0.115 0.08
H 1.4728 -4.9506 1.2376 0.063 0.334 0.420 0.12
N 3.5920 -4.1821 -3.5989 -0.665 -0.100 -0.163 0.14
H 2.0414 -2.9343 -4.9998 -0.429 0.168 -0.156 0.09
N -5.2804 5.6231 -1.5207 0.569 -0.375 -0.037 0.16
```
Positions in Å, forces in eV/Å.

Values from the calculation:
E_tot (Eh): -1831.7913
Relative energy (zero: lowest compared OMol25 entry of this formula, charge and spin) (kJ/mol): 95.8
HOMO energy (eV): -8.96
SMILES: COC[C@H](C)N.COC[C@H](C)N.COC[C@H](C)N.COC[C@H](C)N.NC(N)=O.NC(N)=O.NC(N)=O